One molecule with the formula C5H7NO4S, computed with the ωB97M-V functional and the def2-TZVPD basis.

Summary:
* charge: 0
* HOMO level: -9.321 eV
* LUMO energy: 0.0177 Eh
* ΔE to the lowest compared entry with this formula, charge and spin: 76.7 kcal per mole
* Kohn-Sham gap: 9.804 eV

Each line ends with the Mulliken charge.
Geometry (Å):
C (-1.671, 1.428, 2.317)  -1.1509
C (-1.278, 0.473, 1.249)  0.4678
C (-1.886, -0.749, 0.975)  -0.5504
C (-1.156, -1.307, -0.095)  -0.1073
C (-0.126, -0.470, -0.402)  -0.0371
S (1.134, -0.696, -1.756)  1.1186
O (0.748, 0.068, -2.955)  -0.5695
O (1.485, -2.098, -2.017)  -0.5930
N (2.557, 0.146, -1.170)  -0.2614
O (3.707, 0.345, -2.002)  -0.3795
O (-0.194, 0.666, 0.431)  -0.3270
H (-2.488, 1.085, 2.916)  0.3400
H (-0.871, 1.632, 3.034)  0.3011
H (-1.974, 2.362, 1.825)  0.2852
H (-2.709, -1.190, 1.514)  0.4053
H (-1.377, -2.276, -0.550)  0.4259
H (2.208, 1.053, -0.790)  0.2806
H (3.891, -0.470, -2.524)  0.3518



One molecule with the formula C5H7NO4S2, computed with the ωB97M-V functional and the def2-TZVPD basis.

Summary:
* charge: 0
* HOMO level: -9.731 eV
* LUMO energy: -0.0313 Eh
* ΔE to the lowest compared entry with this formula, charge and spin: 63.4 kcal per mole
* Kohn-Sham gap: 8.878 eV

Each line ends with the Mulliken charge.
Geometry (Å):
C (-1.196, -1.157, -2.300)  -0.8018
S (-1.388, 0.333, -1.394)  0.9099
O (-2.264, 1.342, -1.991)  -0.6380
O (0.013, 0.643, -0.985)  -0.5111
C (-2.157, -0.227, 0.189)  -1.2061
C (-1.183, -0.478, 1.040)  0.9643
N (-0.161, -0.749, 1.599)  -0.3066
C (0.880, 0.008, 2.229)  -0.4713
C (2.109, -0.093, 1.301)  -0.3596
S (2.391, 1.324, 0.440)  1.0265
O (3.466, 1.357, -0.480)  -0.5365
O (2.080, 2.587, 1.104)  -0.5281
H (-0.461, -1.007, -3.090)  0.3279
H (-0.754, -1.674, -1.408)  0.3101
H (-2.119, -1.510, -2.798)  0.3106
H (-3.188, -0.238, 0.242)  0.4440
H (1.129, -0.458, 3.137)  0.3458
H (0.578, 1.114, 2.355)  0.3581
H (2.229, -1.116, 0.813)  0.3619



One molecule with the formula C5H7NOS, computed with the ωB97M-V functional and the def2-TZVPD basis.

Summary:
* charge: 0
* HOMO level: -9.332 eV
* LUMO energy: 0.0098 Eh
* ΔE to the lowest compared entry with this formula, charge and spin: 127.2 kcal per mole
* Kohn-Sham gap: 9.599 eV

Each line ends with the Mulliken charge.
Geometry (Å):
O (2.450, -1.817, 0.024)  -0.4066
C (1.484, -1.480, 0.597)  0.0457
N (0.770, -0.094, 0.417)  -0.1127
C (-0.568, 0.125, 1.113)  -0.5424
C (-1.403, 0.306, -0.090)  -0.0550
S (-2.499, 1.497, -1.039)  -0.1206
C (-0.656, 1.131, -0.961)  -0.0755
C (0.564, 0.356, -1.159)  -0.4994
H (1.281, -2.137, 1.567)  0.2713
H (-0.934, -0.743, 1.787)  0.3023
H (-0.818, 1.080, 1.701)  0.2270
H (-1.576, -0.835, -0.284)  0.2227
H (-0.220, 2.045, -0.387)  0.1989
H (0.722, -0.507, -1.842)  0.3155
H (1.402, 1.073, -1.444)  0.2287



One molecule with the formula C5H7NOS, computed with the ωB97M-V functional and the def2-TZVPD basis.

Summary:
* charge: 0
* HOMO level: -8.696 eV
* LUMO energy: 0.0283 Eh
* ΔE to the lowest compared entry with this formula, charge and spin: 70.4 kcal per mole
* Kohn-Sham gap: 9.465 eV

Each line ends with the Mulliken charge.
Geometry (Å):
C (0.262, 1.724, 0.281)  -0.0633
N (-0.583, 1.341, 1.163)  -0.4433
S (-1.444, -0.160, 0.991)  -0.0333
C (-0.382, -1.613, 0.524)  -0.6578
C (0.407, -1.611, -0.793)  -0.5388
C (1.238, -0.368, -0.665)  0.1265
O (1.640, 0.566, -1.659)  -0.4796
C (0.471, 0.845, -0.889)  -0.3617
H (0.724, 2.706, 0.410)  0.4065
H (0.303, -1.794, 1.367)  0.3578
H (-1.122, -2.439, 0.568)  0.3440
H (0.950, -2.514, -0.871)  0.3130
H (-0.261, -1.554, -1.677)  0.2898
H (1.951, -0.375, 0.183)  0.3355
H (-0.447, 0.754, -1.462)  0.4047



One molecule with the formula C5H7NOS, computed with the ωB97M-V functional and the def2-TZVPD basis.

Summary:
* charge: 0
* HOMO level: -8.121 eV
* LUMO energy: 0.0261 Eh
* ΔE to the lowest compared entry with this formula, charge and spin: 30.2 kcal per mole
* Kohn-Sham gap: 8.830 eV

Each line ends with the Mulliken charge.
Geometry (Å):
C (0.632, 2.250, 1.148)  -0.6379
O (-0.480, 1.339, 1.026)  -0.4514
C (-0.297, 0.298, 0.220)  0.4577
C (0.715, -0.159, -0.498)  -0.3297
C (0.357, -1.483, -1.033)  -0.5249
C (-1.075, -1.757, -0.599)  -0.0681
S (-2.084, -2.932, -1.135)  -0.3353
N (-1.334, -0.655, 0.173)  0.0301
H (0.256, 3.172, 1.633)  0.2199
H (1.045, 2.352, 0.096)  0.2611
H (1.347, 1.717, 1.803)  0.3077
H (1.709, 0.293, -0.675)  0.2843
H (1.047, -2.239, -0.674)  0.2728
H (0.356, -1.658, -2.125)  0.3024
H (-2.194, -0.537, 0.638)  0.2111



One molecule with the formula C5H7NS, computed with the ωB97M-V functional and the def2-TZVPD basis.

Summary:
* charge: 0
* HOMO level: -8.405 eV
* LUMO energy: -0.0119 Eh
* ΔE to the lowest compared entry with this formula, charge and spin: 90.8 kcal per mole
* Kohn-Sham gap: 8.082 eV

Each line ends with the Mulliken charge.
Geometry (Å):
C (-0.027, 2.146, 0.255)  -0.9712
C (0.666, 1.049, -0.214)  -0.1445
N (0.484, -0.305, -0.070)  0.1490
C (1.591, -0.937, 0.245)  0.1785
C (2.947, -0.493, -0.099)  -0.7679
C (-0.818, -0.878, -0.024)  -0.0702
S (-2.383, -0.344, -0.049)  -0.2374
H (-0.840, 2.215, 0.780)  0.4447
H (0.433, 3.112, -0.031)  0.1782
H (1.373, 1.479, -0.989)  0.3026
H (1.387, -1.974, 0.794)  0.2325
H (2.987, 0.669, -0.185)  0.2223
H (3.807, -1.180, -0.003)  0.2702
H (-0.562, -2.000, -0.058)  0.2132



Question: Which value of charge does entry 3 give?
Answer: 0



Copy entry 1 word for word.
One molecule with the formula C5H7NO4S, computed with the ωB97M-V functional and the def2-TZVPD basis.

Summary:
* charge: 0
* HOMO level: -9.321 eV
* LUMO energy: 0.0177 Eh
* ΔE to the lowest compared entry with this formula, charge and spin: 76.7 kcal per mole
* Kohn-Sham gap: 9.804 eV

Each line ends with the Mulliken charge.
Geometry (Å):
C (-1.671, 1.428, 2.317)  -1.1509
C (-1.278, 0.473, 1.249)  0.4678
C (-1.886, -0.749, 0.975)  -0.5504
C (-1.156, -1.307, -0.095)  -0.1073
C (-0.126, -0.470, -0.402)  -0.0371
S (1.134, -0.696, -1.756)  1.1186
O (0.748, 0.068, -2.955)  -0.5695
O (1.485, -2.098, -2.017)  -0.5930
N (2.557, 0.146, -1.170)  -0.2614
O (3.707, 0.345, -2.002)  -0.3795
O (-0.194, 0.666, 0.431)  -0.3270
H (-2.488, 1.085, 2.916)  0.3400
H (-0.871, 1.632, 3.034)  0.3011
H (-1.974, 2.362, 1.825)  0.2852
H (-2.709, -1.190, 1.514)  0.4053
H (-1.377, -2.276, -0.550)  0.4259
H (2.208, 1.053, -0.790)  0.2806
H (3.891, -0.470, -2.524)  0.3518



Question: Which of these has the lowest HOMO level?
Answer: C5H7NO4S2



Copy entry 4 word for word.
One molecule with the formula C5H7NOS, computed with the ωB97M-V functional and the def2-TZVPD basis.

Summary:
* charge: 0
* HOMO level: -8.696 eV
* LUMO energy: 0.0283 Eh
* ΔE to the lowest compared entry with this formula, charge and spin: 70.4 kcal per mole
* Kohn-Sham gap: 9.465 eV

Each line ends with the Mulliken charge.
Geometry (Å):
C (0.262, 1.724, 0.281)  -0.0633
N (-0.583, 1.341, 1.163)  -0.4433
S (-1.444, -0.160, 0.991)  -0.0333
C (-0.382, -1.613, 0.524)  -0.6578
C (0.407, -1.611, -0.793)  -0.5388
C (1.238, -0.368, -0.665)  0.1265
O (1.640, 0.566, -1.659)  -0.4796
C (0.471, 0.845, -0.889)  -0.3617
H (0.724, 2.706, 0.410)  0.4065
H (0.303, -1.794, 1.367)  0.3578
H (-1.122, -2.439, 0.568)  0.3440
H (0.950, -2.514, -0.871)  0.3130
H (-0.261, -1.554, -1.677)  0.2898
H (1.951, -0.375, 0.183)  0.3355
H (-0.447, 0.754, -1.462)  0.4047